No. 1
A structure of composition C27H34LuN3OSi at a distorted geometry. Source: the Open Molecules 2025 dataset; level of theory: wB97M-V/def2-TZVPD.

Highest occupied orbital energy   -13.377 eV
HOMO-LUMO gap   6.53 eV
Total charge   +2
Spin multiplicity   1

```
67
Properties=species:S:1:pos:R:3:mulliken_charge:R:1
Lu 12.205 13.313 6.574 1.26
C 13.799 11.825 5.973 -1.41
Si 14.421 11.475 7.716 0.60
C 13.443 12.270 9.188 -0.85
N 12.043 12.693 8.853 0.92
C 11.558 13.846 9.613 -0.79
C 11.389 13.585 11.116 -0.78
C 10.526 12.365 11.371 -0.62
C 10.992 11.166 10.571 -0.44
C 11.132 11.530 9.038 -0.96
C 14.472 9.670 8.067 0.47
C 14.730 9.244 9.407 -0.17
C 14.878 7.925 9.658 -0.80
C 14.956 6.968 8.661 -0.60
C 14.698 7.328 7.344 -0.59
C 14.450 8.702 7.074 -0.14
C 16.097 12.285 8.048 0.55
C 17.202 11.463 8.190 -0.26
C 18.318 11.894 8.873 -0.65
C 18.430 13.211 9.247 -0.46
C 17.362 14.087 9.062 -0.73
C 16.207 13.640 8.437 -0.12
H 13.335 10.942 5.536 0.40
H 14.704 12.014 5.409 0.47
H 13.953 13.122 9.626 0.66
H 13.438 11.527 9.966 -0.05
H 10.594 14.078 9.129 0.35
H 12.219 14.703 9.399 0.38
H 10.992 14.507 11.556 0.44
H 12.374 13.486 11.578 0.31
H 9.477 12.650 11.080 0.21
H 10.468 12.161 12.451 0.39
H 10.276 10.352 10.653 0.44
H 11.988 10.785 10.905 0.23
H 10.183 11.822 8.583 0.28
H 11.595 10.710 8.446 0.38
H 14.814 9.989 10.214 0.38
H 15.134 7.609 10.660 0.37
H 14.988 5.924 8.902 0.39
H 14.649 6.591 6.512 0.38
H 14.250 9.013 6.037 0.25
H 17.171 10.434 7.834 0.43
H 19.054 11.136 9.212 0.35
H 19.346 13.610 9.686 0.38
H 17.441 15.138 9.379 0.37
H 15.330 14.322 8.333 0.16
C 7.846 12.734 6.700 -1.09
C 9.126 13.185 6.024 0.71
O 10.217 12.518 6.153 -0.75
N 9.078 14.327 5.303 0.06
C 10.236 14.928 4.640 -1.56
C 11.016 15.848 5.592 0.99
C 10.590 17.115 6.003 -0.64
C 11.517 18.051 6.432 -0.45
C 12.886 17.649 6.518 -0.66
C 13.259 16.336 6.201 -0.26
N 12.338 15.444 5.873 -0.39
H 7.763 11.643 6.604 0.35
H 6.980 13.292 6.315 0.40
H 7.902 13.055 7.772 0.25
H 8.189 14.811 5.204 0.27
H 9.957 15.506 3.727 0.45
H 10.868 14.085 4.339 0.64
H 9.525 17.357 5.958 0.41
H 11.171 19.068 6.598 0.46
H 13.599 18.409 6.855 0.43
H 14.285 15.995 6.205 0.60
```

=====

No. 2
A structure of composition C27H34N2O2 at a distorted geometry. Source: the Open Molecules 2025 dataset; level of theory: wB97M-V/def2-TZVPD.

Highest occupied orbital energy   -7.598 eV
HOMO-LUMO gap   7.28 eV
Total charge   0
Spin multiplicity   1

```
65
Properties=species:S:1:pos:R:3:mulliken_charge:R:1
C 6.664 -1.826 3.546 -0.98
N 6.027 -1.380 2.319 0.28
C 6.601 -1.893 1.087 -0.95
C 4.802 -0.698 2.387 -0.13
C 4.794 0.729 2.409 -0.17
C 3.598 1.406 2.509 -0.90
C 2.347 0.720 2.582 0.50
C 1.103 1.434 2.704 -0.56
C -0.122 0.904 3.022 0.08
C -1.362 1.615 2.787 0.11
C -2.594 0.828 2.656 0.42
C -3.683 1.412 1.963 -0.39
C -4.809 0.665 1.626 -0.50
C -4.894 -0.714 1.968 -0.11
N -6.055 -1.443 1.616 0.24
C -6.065 -2.557 0.667 -0.96
C -7.178 -1.427 2.553 -0.95
C -3.810 -1.286 2.678 -0.61
C -2.692 -0.539 3.028 -0.71
C 2.371 -0.695 2.529 -0.90
C 3.557 -1.388 2.418 -0.32
H 6.251 -1.251 4.396 0.28
H 6.460 -2.905 3.726 0.29
H 7.755 -1.637 3.484 0.34
H 6.177 -1.358 0.225 0.28
H 7.694 -1.755 1.082 0.31
H 6.416 -2.974 0.964 0.30
H 5.748 1.287 2.306 0.37
H 3.578 2.510 2.515 0.28
H 1.181 2.511 2.550 0.27
H -0.166 -0.113 3.436 0.17
H -1.305 2.472 2.082 0.69
H -3.615 2.469 1.651 0.39
H -5.622 1.127 1.042 0.37
H -5.279 -2.462 -0.087 0.29
H -5.955 -3.532 1.164 0.32
H -7.027 -2.563 0.137 0.32
H -7.062 -0.524 3.174 0.28
H -8.143 -1.404 2.014 0.31
H -7.181 -2.329 3.195 0.30
H -3.878 -2.336 2.955 0.39
H -1.894 -1.047 3.558 0.33
H 1.417 -1.219 2.535 0.38
H 3.596 -2.477 2.319 0.39
C -3.480 4.481 7.942 -1.95
C -3.250 3.673 6.629 1.77
C -4.453 2.720 6.445 -1.52
C -3.089 4.572 5.367 -1.09
C -2.635 3.828 4.076 0.37
O -3.311 3.982 3.027 -0.65
C -1.434 3.022 4.189 -0.03
C -1.482 2.177 5.373 0.49
O -1.196 0.972 5.418 -0.58
C -1.930 2.861 6.705 -1.24
H -2.660 5.186 8.146 0.41
H -4.414 5.068 7.904 0.40
H -3.567 3.818 8.826 0.39
H -4.295 2.171 5.501 0.25
H -4.526 2.006 7.292 0.40
H -5.397 3.300 6.382 0.42
H -4.023 5.116 5.152 0.37
H -2.297 5.303 5.628 0.41
H -0.430 3.372 3.751 0.45
H -1.129 3.571 6.991 0.41
H -1.999 2.062 7.461 0.37
```

=====

One value per record, in order, for LUMO level: -6.85; -0.32 eV.